Formula: C55H63MnN4P2SSe2Si
Source: OMol25
Level of theory: wB97M-V/def2-TZVPD

Geometry as ORCA input:
```
! RIJCOSX wB97M-V def2-TZVPD def2/J DEFGRID3
* xyz 1 2
H 0.43 4.67 -2.66
H -2.95 4.86 -1.45
H 1.12 5.09 -0.91
H 1.45 2.45 1.71
H -5.09 1.22 4.80
H -2.42 2.94 -3.88
C -0.55 5.20 1.16
H -1.05 5.70 0.34
C 0.22 3.95 0.73
H -6.44 -1.23 3.28
C -3.20 1.10 0.17
C -0.48 -0.32 4.45
H -5.26 -0.11 2.60
C 0.79 3.27 1.98
C -1.13 -0.44 5.68
H 1.90 3.52 -0.62
C -3.38 1.42 -6.55
C -3.48 -2.59 -2.32
H -3.42 2.07 2.63
H -3.28 2.54 -2.39
H 1.38 4.01 2.54
H -4.10 3.47 -0.72
C -0.06 3.73 -2.93
C -2.70 2.47 0.64
H 0.02 2.90 2.65
C -1.67 -0.27 -6.51
C 0.87 -0.05 2.45
H -7.19 -1.94 -3.20
H -4.03 -4.68 -2.37
C -2.51 2.45 2.16
C 0.60 -4.02 -2.30
C 3.06 -2.62 -7.62
H -0.57 -0.42 6.60
C -2.78 0.34 -5.93
N 0.05 0.18 -4.00
C -5.38 -1.04 3.17
Se -1.45 -2.31 0.20
C -4.36 -3.66 -2.48
H 3.57 -0.58 -7.18
H -0.34 3.82 -3.99
H 1.40 -0.09 -6.08
C 2.81 -1.35 -7.10
C -2.50 -0.60 5.67
C 1.60 -1.07 -6.50
H 1.04 -3.09 -1.96
C -5.30 -1.05 -2.71
H -1.30 4.97 1.92
N -0.40 -0.12 2.13
C -0.60 -1.01 -4.03
H -4.12 0.83 0.69
H 2.29 -4.60 -7.92
H -3.46 4.52 0.56
H -4.63 -2.18 6.34
C -3.23 -0.69 4.47
H -2.40 -5.48 -2.90
H -4.62 -3.07 4.82
H -4.66 3.28 0.94
C 4.18 0.24 0.72
H -1.40 1.63 -9.29
H -5.07 0.33 6.32
C -6.15 -2.12 -2.93
H -2.34 3.45 2.56
H 2.50 -4.97 -2.58
C -1.34 -5.37 -2.80
H 4.01 -2.83 -8.10
H -0.95 -7.36 -3.47
Mn -0.54 0.00 -0.01
H 5.23 0.13 0.93
C -2.29 2.57 -2.86
P -0.97 -1.71 -5.65
H 0.16 5.91 1.60
H -3.36 2.72 -8.25
C -3.78 3.51 0.32
C 1.42 -5.08 -2.64
C 3.24 0.01 1.71
C 2.40 0.75 -0.83
C -5.04 -2.21 5.33
H 3.55 -0.28 2.71
C -1.33 3.50 -2.10
C -5.37 0.28 5.28
C 1.42 0.47 0.13
H -3.01 -0.66 6.62
C -0.51 -6.42 -3.14
H -4.25 1.89 -6.10
C 1.41 4.38 -0.14
H 2.11 1.07 -1.82
H -3.18 -0.05 -4.99
H -6.46 0.20 5.25
H -3.10 -0.67 2.33
H -0.33 -0.30 -8.19
C 0.63 -2.07 -6.41
H -6.12 -2.34 5.41
C -1.19 -0.33 3.25
H -1.91 1.56 -2.93
H -4.94 -1.87 2.60
H -1.69 1.81 2.46
H -1.35 5.61 -1.50
C -0.92 -1.31 -2.71
H -3.41 1.09 -0.90
C 0.87 -6.29 -3.06
H -5.66 -0.04 -2.78
C 3.75 0.62 -0.55
C -2.89 1.88 -7.76
H -6.35 -4.26 -2.94
C -2.01 4.88 -1.98
H -3.30 -0.45 -2.25
N -0.44 -0.27 -1.96
H 4.47 0.82 -1.32
H -2.20 5.24 -3.00
H -2.47 0.29 0.39
H 2.15 4.87 0.49
C -4.74 -0.92 4.55
N 0.14 0.58 -2.78
S 1.22 -0.13 4.13
C -2.57 -0.57 3.27
C 0.87 -3.34 -6.92
H 0.11 -4.10 -6.85
P -1.72 -2.70 -1.90
C -1.18 0.19 -7.72
C -1.79 1.27 -8.35
C -5.68 -3.42 -2.80
C 2.09 -3.61 -7.52
Se -2.32 -3.33 -5.57
H 0.66 2.93 -2.85
Si -0.99 2.78 -0.28
C 1.88 0.14 1.42
C -0.78 -4.16 -2.39
H 1.51 -7.12 -3.32
C -3.97 -1.29 -2.41
*
```

Properties
E_tot in Ha: -9676.698433
⟨S²⟩: 0.79
HOMO (spin up / spin down) in eV: -9.9 / -9.9
Orbital gap (spin up / spin down) in eV: 5.783 / 5.808

=====

Formula: C55H64BCl5HfN3OP2SSi
Source: OMol25
Level of theory: wB97M-V/def2-TZVPD

Geometry as ORCA input:
```
! RIJCOSX wB97M-V def2-TZVPD def2/J DEFGRID3
* xyz 1 1
C 1.33 3.38 2.06
C -2.71 -0.47 4.22
C -5.18 2.63 -0.31
H 4.52 -2.06 -1.18
H -0.44 -0.99 6.29
C -0.55 0.07 -4.57
H -2.70 2.23 -2.79
C -3.25 0.18 -3.21
H 0.48 -2.61 -3.67
C 1.60 2.49 -2.09
H 5.71 1.36 -0.40
H -1.83 2.67 2.21
C -2.94 -1.80 4.96
H 2.83 2.39 0.91
C 0.52 -3.48 1.10
Cl -4.57 5.21 -0.81
C 2.64 3.18 1.62
H 1.30 -6.72 1.59
C 4.98 -1.08 -1.05
H -3.68 0.79 5.67
C -4.84 1.29 -0.08
C 0.48 -4.74 1.68
C -3.91 -0.23 3.31
H 4.19 5.62 3.40
H 1.59 -1.71 3.16
Cl -6.04 0.07 -0.03
Si -1.50 -0.43 -3.04
C -2.68 0.67 5.24
C -4.78 2.08 -3.28
H -3.90 -1.73 5.49
H -4.15 -1.70 -3.74
C -2.85 3.21 -0.26
H -6.81 1.64 -3.80
H 3.57 -0.46 2.04
H -3.21 -4.75 -1.19
C 1.08 4.39 3.00
H 4.87 -1.54 1.55
H 1.61 -0.02 2.63
H 5.96 0.43 1.06
H -3.82 0.71 2.75
C 0.30 -1.30 5.55
H 3.05 1.63 -4.31
B 0.23 -1.27 0.52
H -6.39 -0.79 -4.10
C -0.34 -3.06 -3.12
C -3.50 0.99 0.08
C -2.47 1.90 0.04
H -0.23 1.42 5.57
H -0.18 -4.95 2.50
C -3.51 1.55 -3.07
C -0.32 1.44 -4.78
C -2.40 -4.28 -1.73
C 4.07 2.49 -1.99
H -3.02 -2.64 4.27
C 5.20 0.89 0.43
C 0.34 1.90 -5.91
Cl -6.82 3.07 -0.53
C 1.91 -1.20 -1.43
H -0.70 -2.84 3.37
C 0.53 -0.35 -6.71
H 3.79 0.21 -3.57
H 6.00 -1.25 -0.69
C -5.58 -0.13 -3.80
H -3.34 -2.37 -1.73
P -1.13 -0.44 3.17
C 3.38 5.00 3.03
C 2.16 -5.46 0.08
H 1.50 1.13 5.40
H 5.06 -0.59 -2.02
H -4.95 3.14 -3.17
C 0.34 -0.34 4.35
C 1.57 -0.67 3.51
O -0.81 0.41 -1.77
C -1.43 -2.28 -2.72
H 0.50 2.97 -6.04
C -0.27 -4.42 -2.84
H 1.88 5.98 4.22
H 1.63 3.24 -2.90
H -2.17 -2.02 5.69
P 2.58 0.38 -0.73
H 4.13 2.94 -1.00
C 0.54 1.09 4.87
H 2.85 -4.01 -1.35
H 3.99 3.30 -2.72
C 2.20 -4.20 -0.50
C -2.46 -2.93 -2.03
C 3.93 -1.08 1.22
H 0.58 -5.00 -3.17
C 2.10 5.21 3.50
H 4.72 1.67 1.03
C 3.64 3.99 2.10
Cl -2.98 -0.67 0.21
H -4.07 -1.04 2.60
H -1.24 -6.09 -1.90
H 0.68 1.93 -2.23
Hf -0.38 0.90 0.06
C 4.24 -0.22 -0.01
H -2.06 -2.51 2.32
C -4.31 -0.64 -3.60
N -0.16 -2.31 1.42
C -5.82 1.23 -3.64
S -0.60 4.39 3.41
N 0.20 2.66 1.68
H 5.00 1.96 -2.20
H -0.34 -1.87 -5.49
H 2.47 -0.49 4.10
H -0.66 2.16 -4.04
H 0.85 -1.06 -7.47
C -4.17 3.59 -0.42
H 3.22 -1.88 1.02
C 2.92 0.88 -3.52
H 2.80 -6.25 -0.30
C 2.84 1.59 -2.16
H 1.24 -0.95 -2.25
H -1.99 0.47 6.06
Cl -1.58 4.37 -0.54
C -1.30 -5.03 -2.13
C 1.31 -5.73 1.15
C 0.78 1.00 -6.87
H -4.82 -0.16 3.92
H 4.66 3.84 1.77
H 2.70 -1.82 -1.84
H 2.02 0.32 -3.76
C -0.13 -0.81 -5.58
H -2.40 1.63 4.78
C 1.37 -3.21 0.00
H 1.29 1.36 -7.76
C -1.05 -2.19 2.57
H 1.28 -1.29 6.03
N 1.19 -1.88 -0.36
H 1.58 3.05 -1.15
H 0.59 1.80 4.05
C -0.84 3.10 2.33
H 0.09 -2.33 5.26
*
```

Properties
E_tot in Ha: -6118.014717
Energy relative to the best compared isomer or geometry (same formula, charge and spin) in kJ/mol: 11.1
HOMO in eV: -10.0
Orbital gap in eV: 7.372

=====

Formula: C55H68ClN2O5S2
Source: OMol25
Level of theory: wB97M-V/def2-TZVPD

Geometry as ORCA input:
```
! RIJCOSX wB97M-V def2-TZVPD def2/J DEFGRID3
* xyz 1 1
H 5.02 -2.28 -0.18
C 3.48 2.04 -1.05
H -1.65 -0.81 -4.13
H -2.03 -1.40 0.69
H 5.40 -5.92 6.68
C -0.05 0.67 -4.05
C -4.63 -1.94 -0.67
C 2.60 -1.73 1.92
C -3.41 7.52 -7.13
H -3.41 1.69 -3.68
C 3.32 0.54 -0.68
C -0.49 -1.18 -2.32
H 0.09 -3.86 -1.53
H 0.72 2.38 2.76
H -5.54 0.00 -2.83
O -2.77 1.19 -3.17
H 0.97 4.04 -5.19
C -1.09 3.43 -5.03
C 3.08 -4.41 9.76
H 5.07 -1.47 1.39
H -1.30 -1.89 -2.09
C -1.99 7.20 -6.83
H 1.61 -1.46 -2.69
H 0.48 4.88 0.99
H 5.54 -4.93 4.41
N 3.16 -2.05 0.71
C 2.99 -3.40 0.13
H 1.96 -3.74 0.30
H 2.52 -4.34 -3.20
H 1.20 -1.63 -0.99
H -0.86 1.39 -4.21
H -0.14 -3.39 0.88
C 2.14 3.55 0.50
O 1.91 -1.55 7.88
H 4.20 2.47 -0.34
C 3.27 -3.41 -1.39
H -4.63 -3.84 0.12
H -5.54 -2.38 -2.51
H 0.55 1.02 -3.20
Cl -6.42 -0.01 -0.18
C 3.34 -3.26 7.10
H -3.79 -2.46 -2.49
H 1.07 -1.72 10.20
C -1.68 5.88 -6.21
H 1.51 3.92 3.14
H -4.22 -0.63 -3.85
C -4.54 -0.47 -2.81
C 4.64 -0.13 -0.28
C 1.59 -2.64 10.44
C 4.85 -5.02 6.43
C -5.04 9.03 -8.04
H -4.71 -0.53 2.09
H 5.24 -0.28 -1.19
C -1.34 -2.45 2.45
H 0.60 0.71 -4.93
C -0.36 5.53 -5.97
N -5.27 -1.19 0.18
H -1.09 -1.94 3.39
H -4.01 1.22 -1.52
O 4.59 -6.06 9.01
H -7.08 8.37 -7.99
H 3.66 -4.10 0.64
H 4.26 -2.88 3.87
H 0.42 6.22 -6.24
C -2.71 4.99 -5.88
C 2.14 -4.41 11.97
H 0.13 -1.65 1.06
C 3.96 -5.05 8.75
C 2.15 2.80 -0.86
C -4.14 5.32 -6.15
C -0.04 -2.58 1.62
H -6.53 6.22 -6.89
C 0.86 -1.87 -2.00
H -1.73 -3.44 2.68
S 1.42 -2.89 2.67
H 1.93 3.49 -1.68
C -3.91 -2.99 0.09
C 3.42 -2.70 5.83
H 0.36 -3.54 -3.23
H 2.61 0.50 0.15
H -3.00 -3.36 -0.39
C 2.49 -2.58 8.13
H -0.63 -0.30 -1.67
C -4.44 6.61 -6.82
C 2.95 -5.00 11.01
C -6.05 8.13 -7.74
H -5.27 9.98 -8.52
O -1.10 7.99 -7.08
H -0.25 3.84 3.05
C -3.75 -2.42 1.51
H 3.87 2.15 -2.07
H 2.02 -5.10 -1.71
C 4.92 -4.46 5.16
H 3.45 -2.39 -1.76
H -2.60 -0.68 2.19
C -5.75 6.93 -7.13
C -3.52 0.48 -2.17
C -4.64 -1.85 -2.16
H 2.04 -4.87 12.94
H -0.02 3.25 0.55
H 5.20 0.54 0.38
C 4.52 -1.53 0.44
H -3.86 -3.20 2.27
C 1.47 -3.23 11.69
C 4.20 -3.31 4.86
C 0.69 3.47 2.59
C -2.40 3.78 -5.28
C -0.07 4.31 -5.38
C 0.74 3.81 1.10
H -2.78 -0.06 -1.57
O -5.02 4.55 -5.84
C -0.60 -0.76 -3.80
H 3.48 -5.91 11.22
H 2.75 2.99 1.22
H -0.05 -1.48 -4.41
H 2.63 4.52 0.33
H -3.22 3.11 -5.04
H 4.21 -3.96 -1.58
C -4.98 -1.48 1.61
C 0.80 -3.39 -2.23
S 2.94 -0.36 2.75
C 4.05 -4.42 7.40
C 2.17 -4.12 -2.19
H -0.86 2.48 -4.56
C 2.39 -3.23 9.47
C -3.72 8.73 -7.74
C -2.43 -1.64 1.69
H 0.84 -2.76 12.44
H 1.32 2.07 -0.86
H -5.86 -1.85 2.14
H -2.92 9.42 -7.96
H 2.89 0.03 -1.55
H 2.86 -1.80 5.60
*
```

Properties
E_tot in Ha: -3878.578246
HOMO in eV: -10.0
Orbital gap in eV: 5.957